Entry 1:
Entry from the Open Molecules 2025 dataset: a structure of composition C21H49F2FeN5O3SSi4Te at a distorted geometry (ωB97M-V/def2-TZVPD).

Summary:
* highest occupied orbital energy (spin up / spin down): -0.19 / -5.01 eV
* spin multiplicity: 6
* electronic energy: -4616.2773 a.u.
* charge: -1
* ΔE to the lowest compared entry with this formula, charge and spin: 137.3 kcal per mole
* ⟨S²⟩: 8.80

XYZ file:
```
87
Properties=species:S:1:pos:R:3:forces:R:3
Fe -0.674 -1.759 0.935 -0.7 1.5 0.2
C 3.804 -3.839 1.403 -0.1 -0.1 -0.3
O 2.820 -3.030 2.054 -1.5 0.9 0.2
C 1.640 -2.701 1.458 2.3 -2.3 -2.2
O 0.812 -1.994 2.019 2.0 0.5 1.4
N 1.411 -3.202 0.193 0.4 0.8 1.9
N 0.191 -2.870 -0.415 0.6 -0.9 -1.1
H 4.658 -3.938 2.080 -0.3 0.2 0.1
H 4.147 -3.358 0.483 -0.1 -0.1 0.0
H 3.404 -4.838 1.204 0.0 0.1 -0.1
H 2.079 -3.798 -0.278 0.1 -0.3 -0.5
H -0.339 -3.751 -0.604 0.4 0.7 0.0
H 0.388 -2.344 -1.296 -0.1 -0.7 0.5
C -4.344 -1.381 -1.818 0.2 -0.5 0.2
N -3.732 -0.206 -1.221 0.9 -0.8 0.5
C -4.308 1.095 -1.516 0.6 0.3 0.4
C -2.630 -0.407 -0.405 -1.3 2.3 -0.7
C -1.970 0.794 0.231 -6.0 0.3 0.2
O -2.177 -1.532 -0.184 -1.2 -0.3 -1.3
H -5.202 -1.116 -2.441 0.2 0.1 0.2
H -4.674 -2.055 -1.020 0.0 -0.1 -0.2
H -3.600 -1.899 -2.430 -0.2 -0.1 0.0
H -5.170 1.008 -2.182 0.3 -0.2 0.2
H -3.550 1.720 -1.997 -0.2 0.2 0.0
H -4.628 1.564 -0.581 -0.1 0.2 -0.2
H -2.436 1.747 -0.018 0.1 -0.1 -0.2
H -0.927 0.832 -0.097 -6.7 2.9 -0.4
H -2.004 0.676 1.318 -0.3 1.6 -3.0
C 0.723 4.795 -3.470 0.0 0.4 -0.4
Si -0.030 3.422 -2.456 0.1 -0.1 -0.2
C -1.432 4.122 -1.446 -0.5 0.3 0.2
C -0.766 2.147 -3.607 -0.3 -0.2 -0.3
Si 1.505 2.458 -1.117 0.5 1.2 -0.5
Te 0.458 0.432 -0.142 11.3 -4.4 -0.6
Si 3.312 1.781 -2.279 0.2 -0.3 -0.1
C 2.796 0.811 -3.785 0.0 -0.2 -0.4
C 4.349 3.232 -2.824 0.4 0.3 -0.2
C 4.359 0.644 -1.228 0.3 -0.2 0.2
Si 2.074 3.804 0.597 0.0 0.1 0.1
C 3.464 3.051 1.586 0.4 -0.1 0.3
C 0.625 4.010 1.758 -0.3 0.1 0.4
C 2.611 5.484 -0.011 0.2 0.6 0.1
H -0.062 5.251 -4.106 0.4 0.0 0.1
H 1.520 4.380 -4.118 -0.3 0.3 0.3
H 1.150 5.569 -2.803 -0.1 -0.3 -0.5
H -2.203 4.535 -2.128 0.2 -0.2 0.4
H -1.053 4.939 -0.804 -0.3 -0.4 -0.2
H -1.880 3.321 -0.822 0.2 0.7 -0.3
H -1.540 2.630 -4.238 0.3 -0.3 0.2
H -1.233 1.337 -3.010 0.2 0.3 -0.4
H 0.012 1.717 -4.262 -0.4 0.0 0.3
H 2.239 1.472 -4.476 0.2 -0.4 0.2
H 2.162 -0.047 -3.479 0.3 0.4 -0.3
H 3.701 0.436 -4.306 -0.5 0.1 0.2
H 3.749 3.908 -3.463 0.4 -0.2 0.3
H 5.221 2.862 -3.401 -0.3 0.3 0.2
H 4.711 3.783 -1.934 -0.1 -0.1 -0.5
H 3.754 -0.231 -0.916 0.4 0.4 -0.1
H 4.729 1.173 -0.331 -0.1 -0.4 -0.3
H 5.228 0.296 -1.823 -0.4 0.0 0.4
H 3.167 2.042 1.940 0.3 0.5 -0.2
H 3.685 3.699 2.458 0.0 -0.4 -0.3
H 4.371 2.983 0.956 -0.3 -0.1 0.4
H 0.313 3.016 2.139 0.1 0.5 -0.1
H -0.225 4.487 1.239 0.3 -0.2 0.3
H 0.930 4.650 2.611 -0.3 -0.3 -0.3
H 3.482 5.382 -0.687 -0.5 0.2 0.3
H 2.894 6.113 0.858 -0.1 -0.1 -0.4
H 1.773 5.966 -0.551 0.5 -0.1 0.2
C -3.313 -6.219 5.861 -0.1 -0.1 0.3
C -3.126 -6.197 4.377 0.4 0.9 0.0
C -3.522 -7.257 3.589 -0.1 -0.1 -0.1
C -3.298 -7.119 2.238 0.4 0.7 -0.9
N -2.732 -6.037 1.683 -0.4 -0.8 0.4
C -2.383 -5.061 2.533 -0.2 -0.4 0.7
S -1.659 -3.662 1.871 -0.1 -0.3 0.2
N -2.555 -5.090 3.864 -0.5 -1.0 0.5
H -3.781 -7.150 6.198 0.1 0.1 -0.1
H -3.953 -5.386 6.169 0.2 0.0 0.0
H -2.343 -6.125 6.361 -0.2 0.1 0.0
H -3.981 -8.146 3.995 0.0 0.0 0.1
H -3.574 -7.898 1.537 0.0 -0.1 0.0
F -2.888 -0.587 2.085 -1.8 0.7 1.8
C -1.577 -0.579 2.386 3.2 -5.9 0.1
F -0.863 0.561 2.411 0.1 1.9 2.9
H -1.354 -1.221 3.263 -1.4 2.0 1.2
H -0.732 -2.115 2.582 -1.1 -1.4 -0.8
```
Forces are in eV/Å.

These are the Löwdin partial charges, in e, on atoms 1 to 5:
1. Fe 0.054
2. C -0.128
3. O -0.013
4. C -0.492
5. O -0.111



Entry 2:
Entry from the Open Molecules 2025 dataset: a structure of composition C69H54BiF9INO3P3Si (ωB97M-V/def2-TZVPD).

Summary:
* highest occupied orbital energy: -3.62 eV
* electronic energy: -5667.1018 a.u.
* charge: -1
* ΔE to the lowest compared entry with this formula, charge and spin: 25.4 kcal per mole

XYZ file:
```
142
Properties=species:S:1:pos:R:3:forces:R:3
Bi -0.942 0.671 -0.750 0.1 0.0 0.4
I 2.416 1.817 0.158 0.2 0.1 -0.4
C 1.122 1.799 2.939 0.0 0.1 -0.1
C 2.139 1.206 3.661 0.0 0.2 0.0
C 2.402 1.458 5.032 0.1 -0.1 -0.1
C 1.653 2.366 5.722 0.0 0.0 0.1
C 0.579 3.020 5.069 0.0 0.0 0.0
C -0.222 3.965 5.752 0.0 0.0 0.0
C -1.281 4.566 5.134 0.0 0.0 0.0
C -1.608 4.215 3.811 0.0 0.1 0.0
C -0.851 3.301 3.121 0.0 -0.1 0.0
P -1.449 2.735 1.476 0.0 0.0 -0.1
C -1.709 4.335 0.618 -0.1 0.0 0.1
C -0.643 4.812 -0.142 0.1 0.0 0.0
C -0.713 6.051 -0.759 0.0 0.0 0.0
C -1.859 6.824 -0.639 0.0 0.0 0.0
C -2.933 6.349 0.100 0.0 0.0 0.0
C -2.858 5.113 0.726 0.0 0.0 0.0
C -3.136 2.157 1.884 0.1 0.0 0.1
C -3.430 1.652 3.150 -0.1 0.1 0.0
C -4.672 1.094 3.415 0.0 0.0 0.0
C -5.628 1.016 2.413 0.0 0.0 0.0
C -5.335 1.496 1.144 0.0 0.0 0.0
C -4.097 2.059 0.876 0.0 -0.1 0.0
C 0.303 2.695 3.705 0.0 -0.1 0.0
H 2.819 0.519 3.158 0.1 -0.1 -0.1
H 3.223 0.950 5.531 0.0 0.0 0.0
H 1.863 2.601 6.760 0.0 0.0 0.0
H 0.018 4.203 6.784 0.0 0.0 0.0
H -1.889 5.291 5.661 0.0 0.0 0.0
H -2.486 4.656 3.354 0.0 0.0 0.0
H 0.252 4.210 -0.248 0.0 0.0 0.0
H 0.121 6.400 -1.356 0.0 0.0 0.0
H -1.923 7.783 -1.137 0.0 0.0 0.0
H -3.836 6.940 0.187 0.0 0.0 0.0
H -3.708 4.750 1.289 0.0 0.0 0.0
H -2.686 1.703 3.936 0.0 0.0 0.0
H -4.884 0.701 4.401 0.0 0.0 0.0
H -6.588 0.558 2.613 0.0 0.0 0.0
H -6.065 1.414 0.349 0.0 0.0 0.0
H -3.861 2.390 -0.128 0.0 0.0 0.0
O 0.252 -0.765 1.097 0.2 0.1 -0.2
P 0.353 -2.196 1.475 -0.1 0.2 0.3
C -0.532 -3.238 0.300 -0.2 -0.1 0.0
P -0.057 -2.983 -1.429 -0.1 0.0 0.0
O -0.007 -1.555 -1.857 0.1 -0.1 -0.1
C -1.288 -3.925 -2.344 0.0 0.0 -0.1
C -2.322 -3.208 -2.936 0.0 0.0 0.0
C -3.314 -3.883 -3.634 0.0 0.0 0.0
C -3.269 -5.264 -3.742 0.0 0.0 0.0
C -2.236 -5.982 -3.151 0.0 0.0 0.0
C -1.244 -5.313 -2.454 0.0 0.0 0.0
C 1.530 -3.787 -1.698 0.1 0.0 0.0
C 2.039 -4.800 -0.895 0.0 -0.1 -0.1
C 3.295 -5.331 -1.151 0.0 0.0 0.0
C 4.044 -4.848 -2.214 0.0 0.0 0.0
C 3.537 -3.842 -3.027 0.0 0.0 0.0
C 2.284 -3.310 -2.770 0.1 0.0 0.1
C 2.060 -2.769 1.581 0.0 0.0 0.0
C 3.059 -1.937 1.093 0.1 -0.2 0.0
C 4.390 -2.322 1.206 0.0 0.0 0.0
C 4.717 -3.531 1.797 0.0 0.0 0.0
C 3.718 -4.362 2.294 0.0 0.1 0.0
C 2.393 -3.976 2.193 0.0 0.0 0.1
C -0.315 -2.502 3.117 0.0 0.0 0.0
C -0.123 -1.459 4.024 0.0 0.0 -0.1
C -0.577 -1.590 5.327 0.0 -0.1 0.0
C -1.214 -2.758 5.728 0.0 0.0 0.0
C -1.406 -3.794 4.826 0.0 0.0 0.0
C -0.961 -3.666 3.518 0.0 0.0 0.0
H -1.573 -2.885 0.364 0.0 -0.1 0.0
H -0.507 -4.300 0.555 0.0 0.0 0.0
H -2.346 -2.132 -2.833 0.0 0.1 0.0
H -4.122 -3.325 -4.088 0.0 0.0 0.0
H -4.043 -5.788 -4.288 0.0 0.0 0.0
H -2.203 -7.060 -3.240 0.0 0.0 0.0
H -0.430 -5.871 -2.006 0.0 0.0 0.0
H 1.469 -5.174 -0.055 0.0 0.0 0.0
H 3.692 -6.106 -0.509 0.0 0.0 0.0
H 5.032 -5.249 -2.403 0.0 0.0 0.0
H 4.127 -3.456 -3.848 0.0 0.0 0.0
H 1.894 -2.502 -3.378 0.0 0.0 0.0
H 2.790 -0.990 0.646 0.0 0.1 0.0
H 5.168 -1.664 0.840 0.0 0.0 0.1
H 5.755 -3.824 1.888 0.0 0.0 0.0
H 3.975 -5.298 2.773 0.0 0.0 0.0
H 1.616 -4.608 2.611 0.0 0.0 0.0
H 0.356 -0.540 3.695 0.0 0.0 0.0
H -0.436 -0.775 6.026 0.0 0.0 0.0
H -1.574 -2.855 6.744 0.0 0.0 0.0
H -1.923 -4.694 5.132 0.0 0.0 0.0
H -1.148 -4.469 2.816 0.0 0.0 0.0
F -2.229 4.936 -3.202 0.1 0.1 0.0
C -3.144 3.962 -3.247 0.1 -0.1 0.1
F -3.998 4.170 -2.249 -0.1 0.0 0.1
F -3.825 4.118 -4.394 -0.1 0.0 -0.2
C -2.460 2.555 -3.104 -0.1 0.3 -0.2
O -2.203 2.330 -1.818 0.2 -0.3 0.3
C -1.154 2.566 -3.966 -0.1 0.0 0.2
F -0.151 3.106 -3.277 0.1 0.1 0.0
F -0.787 1.308 -4.273 0.2 -0.2 0.0
F -1.267 3.230 -5.121 0.0 0.1 -0.2
C -3.433 1.488 -3.688 0.0 0.1 0.1
F -3.555 1.550 -5.024 0.0 0.0 -0.3
F -4.655 1.640 -3.167 -0.2 0.0 0.0
F -3.026 0.256 -3.390 0.1 -0.2 0.0
C 2.957 3.676 -5.899 0.0 0.0 0.0
C 2.487 2.374 -5.833 0.0 0.0 0.0
C 2.622 1.647 -4.659 0.0 0.0 0.0
C 3.225 2.207 -3.532 0.0 0.1 0.1
C 3.681 3.525 -3.614 -0.1 0.1 0.1
C 3.552 4.253 -4.785 0.0 0.0 0.0
Si 3.438 1.138 -2.020 0.0 -0.3 0.3
C 5.255 0.761 -1.711 0.0 -0.1 0.1
C 6.266 1.724 -1.701 0.0 0.0 0.0
C 7.575 1.388 -1.392 0.0 0.0 0.0
C 7.904 0.075 -1.083 0.0 0.0 0.0
C 6.917 -0.899 -1.091 0.0 0.0 0.0
C 5.609 -0.555 -1.402 0.0 0.0 -0.2
H 2.847 4.247 -6.812 0.0 0.0 0.0
H 1.995 1.929 -6.688 0.0 0.0 0.0
H 2.230 0.639 -4.608 0.0 -0.1 0.0
H 4.107 4.006 -2.741 0.0 0.0 0.0
H 3.902 5.277 -4.826 0.0 0.0 0.0
H 2.827 -0.180 -2.361 0.0 0.1 0.0
H 6.035 2.756 -1.936 0.0 0.0 0.0
H 8.341 2.154 -1.388 0.0 0.0 0.0
H 8.927 -0.187 -0.841 0.0 0.0 0.0
H 7.165 -1.926 -0.856 0.0 0.0 0.0
H 4.845 -1.327 -1.413 0.0 0.0 0.0
N -2.546 -0.347 -0.379 -0.5 -0.1 -0.4
C -3.370 -1.198 0.252 0.3 0.1 0.1
C -4.389 -1.877 -0.458 -0.1 -0.1 0.0
C -5.226 -2.779 0.174 0.0 0.0 0.0
C -5.105 -3.047 1.536 0.0 0.0 0.0
C -4.117 -2.381 2.253 0.0 0.0 0.0
C -3.266 -1.484 1.631 0.0 0.0 0.1
H -4.498 -1.663 -1.515 0.0 0.0 0.0
H -5.997 -3.276 -0.405 0.0 0.0 0.0
H -5.770 -3.748 2.024 0.0 0.0 0.0
H -4.006 -2.559 3.317 0.0 0.0 0.0
H -2.520 -0.941 2.198 0.0 0.0 0.0
```
Forces are in eV/Å.

These are the Löwdin partial charges, in e, on atoms 1 to 5:
1. Bi 1.647
2. I 0.671
3. C -0.226
4. C -0.232
5. C -0.119



Entry 3:
Entry from the Open Molecules 2025 dataset: a cluster of 2 separate species, C2H5NO2 in total at a distorted geometry (ωB97M-V/def2-TZVPD).

Summary:
* highest occupied orbital energy: -9.14 eV
* electronic energy: -284.2814 a.u.
* charge: 0
* ΔE to the lowest compared entry with this formula, charge and spin: 116.7 kcal per mole

XYZ file:
```
10
Properties=species:S:1:pos:R:3:forces:R:3
C -1.192 -0.357 0.032 -2.9 -2.1 0.6
C 1.295 -0.412 -0.123 0.3 -2.2 0.8
H -2.288 0.556 -0.503 3.8 -3.1 1.2
H -1.547 -0.485 1.248 1.1 0.3 -3.5
H -1.003 -1.478 -0.511 -1.6 3.0 1.6
H 1.017 1.869 0.139 -2.5 -1.5 -0.6
H 1.207 -1.518 -0.160 0.0 0.2 -0.2
N 0.114 0.166 -0.112 -1.6 1.1 -0.3
O 0.048 1.508 -0.067 2.9 3.3 0.9
O 2.350 0.151 0.057 0.6 0.9 -0.3
```
Forces are in eV/Å.

These are the Löwdin partial charges, in e, on atoms 1 to 5:
1. C -0.104
2. C -0.365
3. H 0.212
4. H 0.123
5. H 0.129